Computed, not measured: 12 unconnected molecules or ions with the total composition C26H55Cl22O5P in a non-equilibrium geometry, with the ωB97M-V functional and the def2-TZVPD basis.

```
109
Properties=species:S:1:pos:R:3
C -1.12032 1.47998 1.46875
O -0.16220 0.94240 0.55628
C -0.75840 0.00554 -0.30258
C 0.25341 -0.40802 -1.38362
O 1.45348 -0.92600 -0.87652
C 1.31041 -2.12069 -0.10328
P -0.51757 -1.45671 -2.70503
O -0.26646 -0.85314 -4.02638
O 0.07600 -2.97821 -2.71201
O -2.12773 -1.49728 -2.41784
H -2.11218 1.04723 1.32119
H -1.17635 2.56611 1.38032
H -0.80535 1.25410 2.49218
H -1.17523 -0.86579 0.22232
H -1.58286 0.48680 -0.84520
H 0.52047 0.51681 -1.90070
H 1.77264 -2.94747 -0.65927
H 0.27162 -2.40389 0.07289
H 1.86286 -2.00170 0.82331
H -0.49186 -3.54857 -2.17162
H -2.29385 -2.16143 -1.72938
Cl 6.19741 -5.32031 0.38285
C 5.89287 -3.59213 0.03936
C 5.57683 -2.80355 1.28321
Cl 3.98722 -3.27790 1.92429
H 5.07528 -3.53526 -0.66520
H 6.78952 -3.20158 -0.43335
H 5.51867 -1.74522 1.03149
H 6.32435 -2.93168 2.06214
Cl -1.10822 5.60438 0.19441
C -0.28623 4.95009 -1.24382
C -1.25692 4.38649 -2.24917
Cl -2.03213 2.90028 -1.64651
H 0.42413 4.19719 -0.90849
H 0.26912 5.77442 -1.68843
H -0.72655 4.11903 -3.16182
H -2.03817 5.09994 -2.49922
Cl 1.50800 3.97032 1.99723
C 1.06888 5.17566 3.23083
C 0.61138 4.54140 4.51975
Cl -0.95837 3.71577 4.35083
H 0.30115 5.81923 2.80701
H 1.95873 5.77526 3.41791
H 0.48283 5.31142 5.27893
H 1.33451 3.81441 4.88189
Cl 2.95583 6.85761 -1.54875
C 2.59628 8.51190 -2.10781
C 2.00193 9.36215 -1.01407
Cl 0.36136 8.83007 -0.56476
H 1.92780 8.44032 -2.96215
H 3.53760 8.94696 -2.43949
H 1.92021 10.39302 -1.35518
H 2.61743 9.34226 -0.11828
Cl -6.84602 1.74121 -1.79669
C -5.58047 0.68001 -2.47567
C -5.60271 -0.69559 -1.86335
Cl -5.09075 -0.67598 -0.15326
H -4.61918 1.16733 -2.32823
H -5.77532 0.60249 -3.54236
H -4.90727 -1.33994 -2.39845
H -6.59356 -1.14031 -1.91069
Cl -0.18933 -2.97859 3.00498
C -0.06504 -4.52903 3.88019
C 1.30705 -5.14190 3.74937
Cl 1.59221 -5.67617 2.07278
H -0.82859 -5.19543 3.48666
H -0.29504 -4.32291 4.92420
H 1.38508 -6.01983 4.38885
H 2.09430 -4.44294 4.02538
Cl 1.70466 -0.74506 4.48700
C 2.80330 0.14985 5.56725
C 4.10895 0.50597 4.90263
Cl 5.12124 -0.92807 4.59840
H 2.96351 -0.45282 6.45796
H 2.28370 1.06304 5.85616
H 4.68262 1.16359 5.55429
H 3.94610 1.01219 3.95387
Cl -2.90853 -4.53177 6.49894
C -3.47221 -2.83939 6.53342
C -4.27669 -2.48206 5.30963
Cl -3.26894 -2.43552 3.84198
H -2.60002 -2.19820 6.63483
H -4.08989 -2.72972 7.42325
H -4.70728 -1.48944 5.43294
H -5.08515 -3.18955 5.14252
Cl 5.49362 -1.59178 -2.33924
C 3.73471 -1.38086 -2.61116
C 3.42021 -0.81029 -3.96957
Cl 3.95064 0.88473 -4.11973
H 3.35118 -0.74842 -1.81728
H 3.27828 -2.36650 -2.51269
H 2.34116 -0.82269 -4.12659
H 3.89551 -1.38128 -4.76389
Cl 2.41476 -5.21240 -0.84912
C 3.15627 -5.87493 -2.32995
C 2.13100 -6.46957 -3.26174
Cl 1.39900 -7.95172 -2.59518
H 3.90072 -6.60793 -2.02869
H 3.66663 -5.05155 -2.82958
H 2.60588 -6.74378 -4.20239
H 1.33046 -5.76392 -3.47086
Cl -6.95257 -0.24441 -5.75152
C -7.52954 1.44300 -5.67098
C -8.36990 1.81289 -6.86610
Cl -7.40983 1.89294 -8.36504
H -6.66021 2.09002 -5.58055
H -8.12255 1.53283 -4.76170
H -8.80469 2.79925 -6.71351
H -9.17476 1.09893 -7.02118
```

Its frontier orbital gap is 9.517 eV. The value obtained for the strongest force on any atom is 2.36 eV/A. Its structure (SMILES) is COC[C@@H](OC)P(=O)(O)O.ClCCCl.ClCCCl.ClCCCl.ClCCCl.ClCCCl.ClCCCl.ClCCCl.ClCCCl.ClCCCl.ClCCCl.ClCCCl. As for the charge: 0. The value obtained for the total energy is -322877.893 eV.

Computed, not measured: 3 unconnected molecules or ions with the total composition C26H55F2N8O4P2 in a non-equilibrium geometry, with the ωB97M-V functional and the def2-TZVPD basis.

```
97
Properties=species:S:1:pos:R:3
C 0.76392 0.88281 -0.83735
C 1.94357 -0.07930 -0.36923
N 2.63935 -0.78667 -1.46396
C 2.16276 -2.18070 -1.64620
C 2.62267 -2.49542 -3.17581
O 2.15390 -1.85024 -4.14205
O 3.46253 -3.45887 -3.40581
C 0.59811 -2.33054 -1.70189
C 0.20772 -3.63462 -2.53009
F -0.08296 -2.33077 -0.45632
N 2.88094 -3.16499 -0.83083
F 2.07722 -4.04983 -0.13931
C 4.02141 -2.67985 -0.06981
C 5.29947 -2.41294 -0.95022
C 6.02549 -3.53449 -1.53011
C 7.20987 -3.42040 -2.36134
C 7.71974 -2.06002 -2.60021
C 8.98099 -1.81665 -3.49823
C 7.04381 -0.89572 -2.00641
C 5.83069 -1.07448 -1.19422
H 0.88705 1.85184 -0.26912
H -0.25111 0.49712 -0.55700
H 0.79487 1.12698 -1.92876
H 1.61879 -0.76901 0.46133
H 2.70931 0.60507 0.11564
H 2.46296 -0.24646 -2.31370
H 0.20896 -1.47678 -2.32577
H 0.12587 -3.39039 -3.62301
H 0.94279 -4.46754 -2.36188
H -0.83699 -3.93910 -2.21844
H 3.83440 -1.80459 0.60955
H 4.33028 -3.52897 0.61088
H 5.60516 -4.55527 -1.33221
H 7.71088 -4.31981 -2.79930
H 9.50838 -0.87337 -3.21079
H 9.63958 -2.71970 -3.51132
H 8.58841 -1.70646 -4.55319
H 7.49289 0.10444 -2.21238
H 5.35023 -0.16388 -0.75845
O 0.44227 4.96213 -1.25350
P -0.11112 6.06449 -0.35052
N -1.39933 5.10540 0.24578
C -2.78616 5.45873 0.43550
C -0.98772 4.16775 1.28565
N -0.54900 7.08080 -1.69472
C -1.73698 6.79726 -2.48941
C 0.57177 7.31778 -2.61067
N -0.56837 7.39616 0.76078
C -1.45156 8.49903 0.42260
C 0.64187 7.95130 1.39297
H -2.94846 6.07538 1.33186
H -3.39441 4.55631 0.54672
H -3.21233 5.97129 -0.42342
H -0.89382 4.67191 2.25852
H -0.02029 3.71963 1.04539
H -1.69432 3.34093 1.38461
H -1.81134 5.73947 -2.76143
H -1.74457 7.38500 -3.41122
H -2.64512 7.09690 -1.96803
H 0.72265 6.47753 -3.29733
H 1.50184 7.46797 -2.05611
H 0.39867 8.22054 -3.20260
H -1.02378 9.17912 -0.32014
H -1.65880 9.08248 1.32643
H -2.42303 8.15650 0.07083
H 1.23675 8.53235 0.67602
H 1.27289 7.14161 1.77535
H 0.39246 8.58985 2.24391
O -4.16884 -1.79063 2.26148
P -4.53424 -3.25916 2.48994
N -3.91243 -3.29230 4.08924
C -3.09977 -4.29973 4.72872
C -4.80917 -2.69425 5.06986
N -3.42050 -3.83152 1.28771
C -1.98742 -3.89226 1.56104
C -3.61153 -3.18241 -0.01520
N -5.13948 -4.93866 2.67687
C -4.41001 -6.13615 2.29307
C -6.50527 -5.03658 2.13296
H -3.67974 -5.18451 5.03035
H -2.63318 -3.89303 5.63125
H -2.26544 -4.62210 4.11146
H -5.61094 -3.39212 5.35388
H -5.27650 -1.79077 4.66914
H -4.27090 -2.39141 5.97138
H -1.61624 -2.97547 2.02811
H -1.41502 -4.05897 0.64668
H -1.73919 -4.74317 2.19499
H -3.13912 -2.19546 -0.05244
H -4.67625 -3.05359 -0.23286
H -3.18969 -3.79634 -0.81432
H -4.28370 -6.23293 1.21105
H -4.95829 -7.01793 2.64373
H -3.43345 -6.19468 2.76975
H -6.50356 -4.98339 1.03642
H -7.12106 -4.21178 2.50877
H -6.99358 -5.96476 2.44049
```

Its frontier orbital gap is 4.392 eV. The value obtained for the strongest force on any atom is 7.97 eV/A. As for the charge: -1. The value obtained for the total energy is -71968.822 eV.